#A
DFT (wB97M-V/def2-TZVPD) results for C2H3NO2 in the gas phase.

CARTESIAN COORDINATES (ANGSTROEM)
H: -2.001 1.190 0.470
O: 0.062 1.506 0.020
C: -0.473 -0.419 -0.078
H: -0.639 -1.438 -0.235
H: 2.553 0.362 -0.223
C: -1.024 0.758 0.168
N: 0.850 0.220 -0.518
O: 1.871 -0.144 0.253

Values from the calculation:
lowest unoccupied orbital energy	0.97	eV
M	73.051	g mol⁻¹
SMILES string	On1cco1

---

#B
DFT (wB97M-V/def2-TZVPD) results for C2H3NO2 in the gas phase.

CARTESIAN COORDINATES (ANGSTROEM)
O: 2.269 -0.152 -0.326
N: 0.040 -0.705 0.305
H: 0.888 1.095 0.397
O: -2.177 -0.152 -0.263
C: -1.057 0.157 0.035
C: 1.113 0.119 0.149
H: -0.271 -1.676 -0.263
H: -0.805 1.315 -0.035

Values from the calculation:
lowest unoccupied orbital energy	0.53	eV
M	73.051	g mol⁻¹
SMILES string	O=CNC=O

---

Computed relative energies in units of kJ/mol: #A 367.2; #B 0.0

---

#A
DFT (wB97M-V/def2-TZVPD) results for C2H3NO2 in the gas phase.

CARTESIAN COORDINATES (ANGSTROEM)
O: 2.331 0.259 -0.004
O: -0.951 1.261 0.311
H: -1.604 0.785 0.724
C: 1.114 -0.005 -0.024
C: -0.255 0.312 -0.402
N: 0.125 -0.819 0.503
H: -0.099 -1.782 0.310
H: -0.661 -0.010 -1.417

Values from the calculation:
lowest unoccupied orbital energy	0.52	eV
M	73.051	g mol⁻¹
SMILES string	O=C1N[C@H]1O

---

#B
DFT (wB97M-V/def2-TZVPD) results for 2 unconnected molecules or ions with the total composition C2H3NO2.

CARTESIAN COORDINATES (ANGSTROEM)
H: -1.362 1.720 -0.162
H: -1.981 0.038 0.209
C: -1.192 0.783 0.314
O: 2.371 -0.281 0.367
H: -0.560 0.768 1.189
C: 1.445 -0.654 -0.268
O: 0.740 -1.801 -0.435
N: 0.538 -0.573 -1.214

Values from the calculation:
lowest unoccupied orbital energy (alpha / beta)	-0.46 / -1.89	eV
M	73.051	g mol⁻¹

---

#C
DFT (wB97M-V/def2-TZVPD) results for C2H3NO2 in the gas phase.

CARTESIAN COORDINATES (ANGSTROEM)
C: -0.791 0.006 0.068
H: 0.705 1.464 -0.858
H: -0.499 -2.037 0.076
H: 0.941 1.142 0.909
O: 1.188 -0.512 -0.226
N: -0.088 -1.121 0.172
C: 0.505 0.789 0.003
O: -1.961 0.268 -0.144

Values from the calculation:
lowest unoccupied orbital energy	0.93	eV
M	73.051	g mol⁻¹
SMILES string	O=C1CON1

---

Computed relative energies in units of kJ/mol: #A 0.0; #B 342.0; #C 77.5

---

#A
DFT (wB97M-V/def2-TZVPD) results for C2H3NO2 in the gas phase.

CARTESIAN COORDINATES (ANGSTROEM)
H: -2.467 0.886 -0.077
C: -2.067 -0.116 -0.021
O: 1.753 -0.713 -0.025
O: -0.029 0.727 -0.003
N: -0.844 -0.436 0.049
C: 1.306 0.396 0.012
H: -2.767 -0.963 -0.015
H: 1.924 1.329 0.027

Values from the calculation:
lowest unoccupied orbital energy	0.90	eV
M	73.051	g mol⁻¹
SMILES string	C=NOC=O

---

#B
DFT (wB97M-V/def2-TZVPD) results for C2H3NO2 in the gas phase.

CARTESIAN COORDINATES (ANGSTROEM)
C: 1.089 -0.374 0.096
H: 1.826 -0.683 0.848
N: -0.157 -0.014 0.583
O: 1.358 -0.353 -1.084
H: -0.347 -0.046 1.580
O: -2.194 0.778 -0.249
H: -0.510 0.295 -1.360
C: -1.064 0.397 -0.414

Values from the calculation:
lowest unoccupied orbital energy	0.71	eV
M	73.051	g mol⁻¹
SMILES string	O=CNC=O

---

#C
DFT (wB97M-V/def2-TZVPD) results for 2 unconnected molecules or ions with the total composition C2H3NO2.

CARTESIAN COORDINATES (ANGSTROEM)
H: -0.052 -0.481 -0.748
H: -1.256 0.092 -1.866
C: -0.481 0.347 -1.122
H: 0.396 0.844 -1.746
O: -3.082 -0.086 0.355
C: -1.077 1.196 -0.036
O: -1.016 2.005 0.881
N: -3.609 -0.991 -0.178

Values from the calculation:
lowest unoccupied orbital energy (alpha / beta)	-0.54 / -0.52	eV
M	73.051	g mol⁻¹

---

Computed relative energies in units of kJ/mol: #A 200.9; #B 0.0; #C 582.5

---

#A
DFT (wB97M-V/def2-TZVPD) results for C2H3NO2 in the gas phase.

CARTESIAN COORDINATES (ANGSTROEM)
O: 0.814 -2.096 -0.504
H: 1.539 -0.179 -0.831
N: -0.441 1.099 0.194
C: -0.537 -0.248 0.149
H: -1.118 1.612 0.775
C: 0.724 -0.889 -0.481
O: -1.450 -0.914 0.542
H: 0.467 1.615 0.157

Values from the calculation:
lowest unoccupied orbital energy	-0.08	eV
M	73.051	g mol⁻¹
SMILES string	NC(=O)C=O

---

#B
DFT (wB97M-V/def2-TZVPD) results for a molecular structure, C2H3NO2.

CARTESIAN COORDINATES (ANGSTROEM)
N: 0.489 -0.373 -0.559
O: -0.686 0.184 0.953
H: 1.148 -0.714 -1.246
H: -1.249 1.239 -0.771
C: -0.310 0.816 -0.195
O: 0.297 -1.960 1.258
H: 0.250 1.724 -0.101
C: 0.061 -0.916 0.660

Values from the calculation:
lowest unoccupied orbital energy	0.80	eV
M	73.051	g mol⁻¹

---

Computed relative energies in units of kJ/mol: #A 0.0; #B 52.4

---

#A
DFT (wB97M-V/def2-TZVPD) results for C2H3NO2 in the gas phase.

CARTESIAN COORDINATES (ANGSTROEM)
H: 1.584 1.052 -1.062
C: 0.927 0.355 -0.670
O: -0.413 -1.777 0.220
H: -1.593 -0.291 1.145
O: -0.592 1.494 0.806
C: -0.730 -0.653 0.570
N: -0.102 0.537 0.143
H: 0.919 -0.717 -1.151

Values from the calculation:
lowest unoccupied orbital energy (alpha / beta)	-0.80 / -0.80	eV
M	73.051	g mol⁻¹
SMILES string	C=[N+]([O-])C=O

---

#B
DFT (wB97M-V/def2-TZVPD) results for a molecular structure, C2H3NO2.

CARTESIAN COORDINATES (ANGSTROEM)
H: 0.512 -1.070 1.407
N: 0.912 1.124 -0.973
H: 0.031 -0.845 -1.235
O: 1.946 1.071 -0.390
H: -1.297 0.235 -0.926
O: -1.244 0.057 1.677
C: -0.444 -0.431 0.943
C: -0.415 -0.142 -0.503

Values from the calculation:
lowest unoccupied orbital energy	-0.73	eV
M	73.051	g mol⁻¹

---

#C
DFT (wB97M-V/def2-TZVPD) results for C2H3NO2 in the gas phase.

CARTESIAN COORDINATES (ANGSTROEM)
C: -1.650 0.104 0.039
H: 0.099 0.989 0.804
N: -2.734 -0.229 0.177
H: 2.278 -1.419 0.163
C: -0.322 0.597 -0.119
O: 0.686 -0.718 -0.449
H: -0.190 1.258 -0.968
O: 1.832 -0.583 0.354

Values from the calculation:
lowest unoccupied orbital energy	0.42	eV
M	73.051	g mol⁻¹
SMILES string	N#CCOO

---

Computed relative energies in units of kJ/mol: #A 0.0; #B 64.0; #C 87.3

---

#A
DFT (wB97M-V/def2-TZVPD) results for 2 unconnected molecules or ions with the total composition C2H3NO2.

CARTESIAN COORDINATES (ANGSTROEM)
O: 0.658 -0.978 -1.401
H: -1.035 2.115 0.117
C: -0.266 -0.727 0.502
C: -0.576 -0.695 -0.868
O: 1.053 -0.974 0.706
N: 1.584 -1.075 -0.490
H: -0.849 -0.290 1.372
H: -0.569 2.624 0.062

Values from the calculation:
lowest unoccupied orbital energy (alpha / beta)	-0.99 / -0.99	eV
M	73.051	g mol⁻¹

---

#B
DFT (wB97M-V/def2-TZVPD) results for a molecular structure, C2H3NO2.

CARTESIAN COORDINATES (ANGSTROEM)
H: -1.204 0.055 1.748
O: 1.698 0.527 -1.345
O: 0.562 1.062 1.767
C: -0.234 0.376 1.189
C: 0.578 -0.085 -1.174
H: 0.226 -1.165 -1.936
N: -0.341 -0.100 -0.116
H: -1.285 -0.669 -0.132

Values from the calculation:
lowest unoccupied orbital energy	0.11	eV
M	73.051	g mol⁻¹

---

Computed relative energies in units of kJ/mol: #A 504.7; #B 0.0